1.
Formula: C53H100ClFN2O8P
Source: the OMol25 dataset
Level of theory: the ωB97M-V functional and the def2-TZVPD basis

```
! RIJCOSX wB97M-V def2-TZVPD def2/J DEFGRID3
* xyz 1 1
C -0.17 -2.76 3.38
C -0.88 -1.76 2.48
C 0.08 -0.99 1.56
F 1.40 -1.42 1.71
C -0.28 -0.92 0.07
C 0.08 0.41 -0.65
C 1.27 1.22 -0.05
C 0.85 2.60 0.47
C 1.27 3.82 -0.32
N 0.19 2.78 1.54
C 0.30 0.15 -2.15
P 0.33 1.74 -3.13
C -1.29 2.45 -2.63
C -0.04 1.25 -4.88
C -0.95 2.27 -5.59
C 1.55 -0.75 -2.31
C 1.92 -1.12 -3.76
C 2.94 -0.16 -4.34
C 4.47 -0.46 -4.01
O 3.65 -0.68 -5.35
C 1.43 -2.05 -1.47
C 2.65 -2.36 -0.60
C 3.64 -3.29 -1.27
O 4.80 -3.10 -1.38
Cl 2.94 -4.83 -1.84
N 0.11 -2.13 -0.75
C -0.12 -3.48 -0.10
C -1.56 -3.91 -0.27
C -2.05 -4.13 -1.72
C -0.98 -4.61 -2.70
C -2.72 -2.83 -2.27
C -4.24 -2.91 -2.53
C -5.00 -1.86 -1.75
C -4.90 -0.55 -1.98
C -4.53 0.01 -3.33
C -5.18 0.45 -0.89
H 0.50 -3.43 2.83
H 0.41 -2.27 4.16
H -0.90 -3.39 3.89
H -1.68 -2.23 1.92
H -1.36 -1.03 3.14
H 0.07 0.04 1.92
H -1.37 -0.95 0.07
H -0.81 1.03 -0.56
H 2.00 1.41 -0.83
H 1.79 0.69 0.75
H 1.69 4.57 0.35
H 0.36 4.26 -0.74
H 1.95 3.58 -1.13
H -0.01 1.90 2.00
H -0.58 -0.42 -2.51
H -1.43 3.41 -3.13
H -1.33 2.64 -1.56
H -2.12 1.80 -2.92
H -0.52 0.27 -4.93
H 0.88 1.18 -5.45
H -0.72 3.29 -5.26
H -0.72 2.26 -6.66
H -2.00 2.06 -5.44
H 2.42 -0.22 -1.93
H 1.05 -1.07 -4.42
H 2.40 -2.09 -3.82
H 2.68 0.90 -4.32
H 4.13 -1.25 -3.28
H 5.35 -1.05 -4.28
H 1.36 -2.85 -2.21
H 3.22 -1.47 -0.36
H 2.38 -2.85 0.33
H -0.57 -2.14 -1.51
H 0.19 -3.50 0.94
H 0.53 -4.19 -0.61
H -1.66 -4.85 0.28
H -2.25 -3.22 0.22
H -2.84 -4.88 -1.68
H -0.32 -3.80 -3.03
H -0.39 -5.44 -2.30
H -1.46 -4.98 -3.60
H -2.56 -1.99 -1.58
H -2.24 -2.57 -3.22
H -4.44 -2.76 -3.60
H -4.63 -3.90 -2.30
H -5.69 -2.19 -0.97
H -3.50 0.38 -3.40
H -5.16 0.89 -3.50
H -4.71 -0.71 -4.13
H -4.23 0.72 -0.42
H -5.86 0.05 -0.14
H -5.62 1.36 -1.29
C 0.72 -8.07 2.73
C -0.77 -7.76 2.82
C -0.79 -6.26 2.57
O 0.31 -5.97 1.70
C 1.17 -7.12 1.62
H 0.95 -9.11 2.51
H 1.21 -7.81 3.67
H -1.31 -8.29 2.02
H -1.22 -8.04 3.77
H -0.66 -5.71 3.51
H -1.71 -5.92 2.10
H 1.05 -7.58 0.63
H 2.21 -6.80 1.72
C -3.16 1.62 6.39
C -2.75 2.65 5.34
C -1.84 1.82 4.44
O -2.35 0.48 4.49
C -3.30 0.36 5.55
H -4.08 1.88 6.91
H -2.37 1.50 7.13
H -3.62 2.99 4.78
H -2.24 3.52 5.75
H -0.81 1.82 4.81
H -1.85 2.17 3.41
H -4.30 0.28 5.12
H -3.09 -0.56 6.11
C -5.20 -3.50 6.70
C -5.63 -4.31 5.48
C -4.48 -4.05 4.52
O -3.32 -3.87 5.32
C -3.69 -3.71 6.69
H -5.66 -3.82 7.63
H -5.43 -2.44 6.55
H -5.68 -5.37 5.74
H -6.60 -4.02 5.08
H -4.66 -3.14 3.93
H -4.31 -4.88 3.83
H -3.42 -4.62 7.24
H -3.14 -2.88 7.12
C 0.84 8.43 2.31
C 1.48 9.41 1.32
C 2.28 8.47 0.43
O 1.56 7.23 0.40
C 0.55 7.24 1.41
H -0.05 8.82 2.80
H 1.56 8.16 3.08
H 0.70 9.91 0.74
H 2.09 10.17 1.79
H 3.28 8.29 0.84
H 2.39 8.85 -0.59
H -0.43 7.34 0.92
H 0.57 6.28 1.94
C 5.63 7.77 3.79
C 5.32 7.36 5.23
C 5.43 8.70 5.95
O 5.02 9.70 5.01
C 4.95 9.13 3.70
H 5.26 7.06 3.05
H 6.71 7.87 3.65
H 4.31 6.97 5.31
H 6.01 6.62 5.63
H 6.46 8.91 6.26
H 4.78 8.77 6.83
H 3.89 9.03 3.42
H 5.43 9.80 2.99
C 3.99 -0.80 -10.21
C 4.44 -1.15 -8.79
C 3.17 -1.75 -8.21
O 2.48 -2.37 -9.29
C 3.06 -1.97 -10.53
H 4.81 -0.71 -10.92
H 3.43 0.13 -10.21
H 5.23 -1.90 -8.82
H 4.80 -0.30 -8.22
H 2.53 -0.97 -7.78
H 3.37 -2.50 -7.43
H 3.62 -2.82 -10.95
H 2.27 -1.71 -11.23
*
```

The highest occupied orbital energy comes out at -0.3900 Eh. For the energy relative to the best compared isomer or geometry (same formula, charge and spin), the calculation gives 0.00 kJ/mol. For the strongest force on any atom, the calculation gives 0.06623 hartree/bohr. The value obtained for the frontier orbital gap is 8.90 eV. The total energy is -100458.76388 eV. The lowest unoccupied orbital energy comes out at -1.71 eV.

These are the Mulliken partial charges, in e, on atoms 1 to 99: -1.102 -0.468 0.125 -0.588 0.429 -0.518 -0.895 -0.167 -1.217 -0.759 0.651 -0.151 -0.745 0.049 -1.446 1.029 -2.834 -0.002 -0.699 -0.426 -0.620 -0.351 0.145 -0.462 -0.158 1.427 0.113 -0.901 0.003 -1.786 0.655 -1.137 -0.910 1.397 -1.393 -1.317 0.231 0.458 0.024 -0.039 0.352 -0.261 0.596 0.861 0.619 0.701 0.480 0.234 0.266 0.059 0.207 0.617 0.204 -0.067 0.298 0.263 0.368 0.439 0.256 0.737 0.437 0.532 0.629 -0.059 0.468 1.187 0.392 0.380 -0.917 -0.351 0.385 0.506 -0.281 1.044 0.131 0.354 0.507 -0.776 0.421 0.253 0.487 0.402 0.021 0.527 0.348 0.134 0.415 0.409 -0.647 -0.781 -0.056 -0.087 -0.508 0.384 0.250 0.333 0.371 0.128 0.192


2.
Formula: C43H34BrClN3O3PdSb
Source: the OMol25 dataset
Level of theory: the ωB97M-V functional and the def2-TZVPD basis

```
! RIJCOSX wB97M-V def2-TZVPD def2/J DEFGRID3
* xyz 0 1
Pd -0.37 0.31 -1.90
Cl 5.31 4.79 -1.60
C 4.18 3.51 -1.89
C 4.64 2.27 -2.32
C 3.75 1.23 -2.43
C 2.37 1.38 -2.15
O 1.62 0.32 -2.16
C 1.90 2.70 -1.85
C 0.54 3.07 -1.73
N -0.51 2.28 -1.90
C -1.80 2.71 -1.83
C -2.22 4.05 -1.75
C -3.57 4.36 -1.66
C -4.54 3.37 -1.66
C -4.17 2.02 -1.76
C -5.09 0.94 -1.78
C -4.62 -0.35 -1.87
C -3.25 -0.59 -1.93
N -2.36 0.41 -1.91
C -2.79 1.69 -1.85
C 2.84 3.73 -1.67
H 5.68 2.12 -2.56
H 4.09 0.25 -2.72
H 0.35 4.12 -1.52
H -1.50 4.85 -1.77
H -3.86 5.39 -1.58
H -5.58 3.63 -1.59
H -6.15 1.14 -1.72
H -5.30 -1.19 -1.89
H -2.86 -1.60 -1.99
H 2.50 4.70 -1.37
Br -1.60 -6.97 -1.26
C -0.66 -5.81 -2.43
C 0.14 -6.33 -3.44
N 0.82 -5.55 -4.25
C 0.71 -4.24 -4.14
C -0.09 -3.63 -3.18
C -0.79 -4.44 -2.29
C -0.22 -2.14 -3.01
O -0.26 -1.35 -3.96
O -0.32 -1.76 -1.80
H 0.25 -7.40 -3.59
H 1.30 -3.65 -4.83
H -1.40 -4.01 -1.52
C 1.60 -1.04 3.53
C 0.40 -0.27 4.01
C 0.17 -0.20 5.38
C -0.92 0.49 5.89
C -1.79 1.12 5.03
C -1.57 1.06 3.66
C -0.48 0.37 3.15
Sb -0.21 0.30 0.95
C 1.78 1.19 1.06
C 2.91 0.50 0.64
C 4.16 1.07 0.75
C 4.29 2.36 1.23
C 3.16 3.07 1.60
C 1.90 2.50 1.52
C 0.70 3.30 1.95
C -0.18 -1.87 0.94
C 0.92 -2.60 0.50
C 0.92 -3.98 0.55
C -0.18 -4.64 1.08
C -1.30 -3.92 1.46
C -1.33 -2.53 1.35
C -2.60 -1.79 1.65
H 2.14 -1.46 4.37
H 2.27 -0.39 2.97
H 1.29 -1.85 2.88
H 0.86 -0.69 6.05
H -1.07 0.53 6.96
H -2.64 1.67 5.41
H -2.25 1.55 2.99
H 2.82 -0.49 0.22
H 5.03 0.52 0.43
H 5.26 2.82 1.31
H 3.26 4.09 1.95
H 0.96 4.34 2.08
H 0.32 2.92 2.90
H -0.11 3.23 1.21
H 1.77 -2.09 0.06
H 1.76 -4.54 0.18
H -0.17 -5.71 1.18
H -2.17 -4.44 1.80
H -3.44 -2.49 1.70
H -2.82 -1.07 0.86
H -2.53 -1.26 2.59
*
```

The highest occupied orbital energy comes out at -0.2696 Eh. For the strongest force on any atom, the calculation gives 0.04217 hartree/bohr. The value obtained for the frontier orbital gap is 5.79 eV. The total energy is -148338.62463 eV. The lowest unoccupied orbital energy comes out at -1.55 eV.

Charges obtained by Mulliken population analysis, quoted in units of e: -0.190 -0.242 0.164 -0.602 -0.467 0.649 -0.312 -0.017 0.085 0.253 0.137 -0.674 -0.999 -0.927 0.912 -0.707 -1.032 -0.296 0.284 0.767 -1.409 0.456 0.469 0.083 0.429 0.404 0.429 0.463 0.472 0.438 0.444 -0.163 -0.300 -0.147 -0.625 -0.236 -0.001 0.014 0.058 -0.610 1.041 0.385 0.473 0.502 -0.854 0.468 -0.651 -0.764 -0.605 -0.440 0.396 1.695 0.820 -0.471 -0.525 -1.033 -0.658 0.947 -1.851 0.883 -0.372 -0.854 -1.017 -0.836 0.761 -1.808 0.552 0.036 0.010 0.411 0.388 0.450 0.422 -0.027 0.511 0.413 0.401 0.481 0.216 0.193 0.209 0.430 0.562 0.411 0.519 0.125 0.203


3.
Formula: C24H42Cl3N4O3SSiSm
Source: the OMol25 dataset
Level of theory: the ωB97M-V functional and the def2-TZVPD basis

```
! RIJCOSX wB97M-V def2-TZVPD def2/J DEFGRID3
* xyz 0 6
C 0.18 2.04 -3.96
C 1.61 1.73 -3.66
H -0.10 3.02 -3.54
H -0.50 1.29 -3.55
H 0.00 2.10 -5.05
C 2.60 2.58 -3.98
C 2.42 3.95 -4.54
H 3.65 2.30 -3.90
H 1.69 4.54 -3.98
H 2.11 3.93 -5.59
H 3.37 4.50 -4.49
Sm -0.69 -1.20 -1.31
Cl -3.19 -2.35 -1.23
Cl 0.35 -3.29 -2.46
C 0.56 -3.19 0.99
O -0.04 -2.07 0.88
N 1.15 -3.65 2.09
C 1.18 -2.85 3.32
C 1.88 -4.95 2.05
H 0.61 -3.88 0.13
H 0.16 -2.61 3.67
H 1.73 -1.91 3.17
H 1.69 -3.46 4.07
H 1.24 -5.73 1.60
H 2.17 -5.22 3.07
H 2.80 -4.86 1.43
H -5.36 2.35 0.45
H -1.71 3.53 -0.45
C -4.53 2.56 1.13
C -2.31 3.50 0.46
N -3.24 2.37 0.48
H -4.60 1.90 2.00
C -2.90 1.16 0.04
O -1.79 0.88 -0.49
H -1.65 3.50 1.34
H -3.66 0.38 0.17
H -4.58 3.60 1.47
H -2.91 4.41 0.53
O 0.83 -0.27 -2.45
C 1.93 0.33 -3.08
C 4.10 1.31 -1.84
C 3.33 0.25 -2.37
H 3.70 2.32 -1.77
C 5.44 1.14 -1.45
H 2.14 -0.30 -3.98
C 3.96 -1.00 -2.42
H 6.00 1.99 -1.03
C 6.08 -0.08 -1.67
C 5.32 -1.16 -2.14
H 3.36 -1.85 -2.74
H 7.14 -0.19 -1.45
H 5.80 -2.12 -2.34
Si 2.45 1.91 1.42
Cl 1.94 2.96 -0.28
C 4.02 2.63 2.14
C 2.82 0.11 0.87
C 0.65 1.53 1.99
H 4.76 1.83 2.32
H 3.90 3.14 3.11
H 4.46 3.34 1.43
H 0.36 2.05 2.91
H 0.51 0.46 2.14
H -0.05 1.82 1.20
H 3.79 -0.01 0.36
H 2.03 -0.20 0.15
H 2.80 -0.61 1.72
C -7.17 -1.18 3.11
N -6.59 -2.25 2.33
C -7.26 -3.31 1.77
C -6.35 -4.03 1.06
N -5.13 -3.40 1.23
C -5.26 -2.25 1.98
S -4.15 -1.09 2.42
H -6.70 -1.12 4.10
H -7.03 -0.21 2.61
H -8.24 -1.38 3.22
H -8.32 -3.44 1.92
H -6.46 -4.93 0.49
H -4.29 -3.62 0.69
*
```

The highest occupied orbital energy (spin up / spin down) comes out at -0.2762 / -0.2762 Eh. For the strongest force on any atom, the calculation gives 0.05744 hartree/bohr. The value obtained for the frontier orbital gap (spin up / spin down) is 7.90 / 7.91 eV. The total energy is -111863.08811 eV. The lowest unoccupied orbital energy (spin up / spin down) comes out at 0.38 / 0.39 eV.

Charges obtained by Mulliken population analysis, quoted in units of e: -1.339 0.575 0.294 0.115 0.301 -0.170 -1.519 0.556 0.291 0.307 0.389 1.284 -0.629 -0.599 -0.208 -0.250 0.208 -0.649 -0.821 0.315 0.280 0.153 0.303 0.325 0.262 0.335 0.286 0.293 -0.812 -0.933 0.206 0.314 -0.283 -0.469 0.329 0.392 0.317 0.401 -0.349 0.004 -0.136 0.635 0.712 -1.311 0.337 -0.429 0.386 -0.459 -0.725 0.422 0.367 0.411 0.612 -0.241 -1.105 -0.334 -0.475 0.331 0.372 0.299 0.529 0.121 -0.339 0.244 -0.224 0.154 -0.779 0.186 -0.025 -0.668 0.093 -0.210 -0.377 0.293 0.270 0.291 0.384 0.403 0.179


4.
Formula: C39H82N10O19
Source: the OMol25 dataset
Level of theory: the ωB97M-V functional and the def2-TZVPD basis

```
! RIJCOSX wB97M-V def2-TZVPD def2/J DEFGRID3
* xyz 0 1
C -0.57 0.10 -3.46
C -1.88 0.82 -3.34
O -2.68 0.53 -2.40
N -2.13 1.78 -4.22
C -3.35 2.48 -4.03
H 0.26 0.66 -3.94
H -0.87 -0.82 -4.05
H -0.22 -0.20 -2.45
H -1.42 2.29 -4.70
H -3.36 3.27 -3.28
H -4.20 1.85 -3.75
H -3.58 2.98 -4.93
C -0.22 -2.19 2.97
C -0.45 -3.22 1.87
O -0.18 -3.02 0.67
N -1.08 -4.38 2.25
C -1.34 -5.51 1.32
H 0.87 -2.19 3.28
H -0.78 -2.40 3.88
H -0.50 -1.14 2.68
H -1.11 -4.53 3.29
H -2.19 -6.08 1.75
H -0.37 -6.05 1.29
H -1.62 -5.08 0.37
C 6.18 -1.98 2.15
C 5.08 -1.57 1.23
O 4.84 -0.41 0.90
N 4.33 -2.63 0.95
C 2.91 -2.46 0.48
H 6.66 -2.84 1.75
H 5.82 -2.30 3.12
H 6.82 -1.14 2.22
H 4.57 -3.54 1.35
H 2.60 -3.53 0.34
H 2.92 -1.90 -0.44
H 2.28 -2.07 1.30
C 7.07 1.79 -1.20
C 5.85 2.55 -1.62
O 5.91 3.62 -2.21
N 4.71 2.05 -1.19
C 3.41 2.71 -1.46
H 7.78 1.94 -2.03
H 6.87 0.73 -0.98
H 7.45 2.34 -0.32
H 4.76 1.18 -0.67
H 3.21 2.99 -2.53
H 3.33 3.60 -0.86
H 2.64 2.05 -1.14
C -1.96 2.57 5.09
C -1.14 1.62 4.23
O -1.62 0.65 3.73
N 0.23 1.82 4.09
C 0.64 3.25 4.11
H -1.87 3.58 4.57
H -1.52 2.77 6.03
H -3.04 2.33 5.06
H 0.74 1.19 3.49
H 0.40 3.79 5.03
H 0.23 3.69 3.17
H 1.75 3.18 4.10
C 3.81 0.19 5.28
C 3.16 0.08 3.94
O 2.66 -0.95 3.54
N 3.27 1.16 3.15
C 4.00 2.37 3.50
H 3.54 1.07 5.92
H 4.88 0.22 5.07
H 3.65 -0.78 5.86
H 3.14 1.00 2.17
H 3.73 2.86 4.46
H 3.86 3.07 2.66
H 5.09 2.14 3.50
C -3.85 -2.31 -4.05
C -3.54 -2.93 -2.73
O -3.16 -4.09 -2.69
N -3.64 -2.08 -1.66
C -3.25 -2.46 -0.27
H -2.91 -2.26 -4.62
H -4.28 -1.27 -3.93
H -4.67 -2.85 -4.49
H -3.72 -1.11 -1.90
H -3.98 -3.13 0.21
H -3.36 -1.56 0.34
H -2.24 -2.89 -0.08
C -5.08 3.09 -0.82
C -4.15 4.20 -0.40
O -3.83 5.13 -1.11
N -3.74 4.06 0.87
C -2.94 5.04 1.63
H -4.67 2.45 -1.65
H -6.02 3.50 -1.18
H -5.27 2.44 0.03
H -4.09 3.18 1.34
H -2.90 4.76 2.64
H -3.46 6.01 1.52
H -1.94 5.18 1.21
C -4.13 -1.26 5.19
C -3.79 -2.64 4.61
O -2.93 -3.34 5.02
N -4.70 -3.15 3.65
C -4.43 -4.42 3.08
H -5.10 -0.80 4.94
H -3.36 -0.51 5.02
H -4.09 -1.44 6.31
H -5.52 -2.59 3.42
H -5.24 -4.81 2.49
H -4.11 -5.08 3.85
H -3.56 -4.31 2.36
C -0.65 -8.69 -1.61
C -1.67 -7.59 -1.46
O -2.42 -7.56 -0.47
N -1.66 -6.59 -2.33
C -0.90 -6.48 -3.63
H -0.04 -8.69 -2.47
H -1.08 -9.69 -1.34
H -0.14 -8.50 -0.67
H -2.26 -5.78 -2.14
H -0.42 -7.41 -3.87
H -0.10 -5.71 -3.56
H -1.58 -6.26 -4.38
C 4.70 3.07 -5.38
C 3.35 2.79 -6.00
O 2.87 1.80 -5.07
C 3.94 1.09 -4.60
O 3.79 0.16 -3.89
O 5.13 1.69 -4.98
H 4.64 3.61 -4.41
H 5.57 3.55 -5.91
H 3.29 2.30 -6.98
H 2.74 3.72 -5.96
C -0.83 0.18 0.21
C 0.71 0.12 0.50
O 0.94 1.42 1.05
C -0.06 2.26 0.77
O -0.13 3.43 1.10
O -1.06 1.57 0.19
H -1.39 -0.21 1.03
H -1.23 -0.33 -0.71
H 1.42 -0.03 -0.31
H 0.94 -0.60 1.26
C -1.66 6.17 -3.26
C -0.23 6.36 -2.82
O 0.56 5.62 -3.77
C -0.26 4.69 -4.30
O 0.17 3.78 -4.94
O -1.52 4.96 -4.06
H -2.17 6.88 -3.92
H -2.36 5.82 -2.46
H -0.06 5.96 -1.78
H 0.14 7.39 -2.81
*
```

The highest occupied orbital energy comes out at -0.3241 Eh. For the energy relative to the best compared isomer or geometry (same formula, charge and spin), the calculation gives 0.00 kJ/mol. For the strongest force on any atom, the calculation gives 0.09520 hartree/bohr. The value obtained for the frontier orbital gap is 9.26 eV. The total energy is -95580.09577 eV. The lowest unoccupied orbital energy comes out at 0.44 eV.

These are the Mulliken partial charges, in e, on atoms 1 to 99: -0.011 0.556 -0.571 -0.107 -1.098 0.169 0.097 -0.135 0.167 0.143 0.394 0.514 -0.031 0.386 -0.715 0.012 -0.869 0.032 0.546 -0.409 0.258 0.306 0.386 0.165 -1.707 0.777 -0.553 -0.153 -0.384 0.522 0.356 0.351 0.291 0.369 0.131 -0.191 -1.155 0.833 -0.712 0.380 -0.453 0.338 0.282 0.257 0.034 -0.024 0.464 -0.219 -1.576 0.794 -0.394 0.280 -0.421 0.284 0.442 0.269 -0.125 0.352 0.186 -0.171 -1.611 0.620 -0.560 1.321 -1.372 0.314 0.381 0.348 -0.467 0.429 0.284 0.313 -0.912 0.564 -0.708 0.119 -0.930 0.178 0.082 0.437 0.289 0.394 0.323 0.059 -0.865 0.838 -0.756 -0.040 -0.911 -0.104 0.326 0.364 0.172 0.325 0.336 0.192 -0.677 0.738 -0.587